Computed, not measured: a 2-piece molecular cluster, C6H10O overall, with wB97M-V/def2-TZVPD.

The calculation puts the highest occupied orbital energy at -8.65 eV. Its calculated total energy is -8426.9887 eV. The calculation puts the energy relative to the best compared isomer or geometry (same formula, charge and spin) at 4.252 eV. As for the SMILES: C/C=C\OC1C=C1.[H][H]. The calculation puts the HOMO-LUMO gap at 9.88 eV.

```
17
Properties=species:S:1:pos:R:3:forces:R:3:nbo_charge:R:1
C -1.737020 1.012226 1.242474 -0.0554 -0.0361 0.0603 -0.655
C -0.350858 1.393011 0.818972 0.1717 0.0074 0.2268 -0.264
C 0.671794 0.546050 0.741361 -0.0880 0.3130 -0.0288 0.122
O 0.543378 -0.801880 0.917428 -0.1329 0.1162 -0.0110 -0.532
C 1.185700 -1.550114 -0.111683 0.2346 -0.3047 0.0388 0.049
C 0.732927 -1.503346 -1.518586 0.2976 -0.0334 -0.0578 -0.174
C 1.834373 -0.867928 -1.250517 -0.0264 -0.1669 -0.1696 -0.219
H -1.970182 1.520126 2.184468 -0.0696 -0.0875 -0.0826 0.220
H -1.804005 -0.066599 1.406440 -0.0234 0.1733 -0.0386 0.229
H -2.502434 1.304621 0.513980 0.1577 0.0004 0.0839 0.214
H -0.140386 2.437532 0.604625 0.0305 -0.0723 0.2328 0.208
H 1.685647 0.891701 0.540580 -0.1717 -0.0270 -0.1047 0.173
H 1.561811 -2.473246 0.326008 0.0100 0.1685 0.0206 0.178
H -0.000259 -1.812589 -2.246677 0.1150 0.0524 0.1250 0.229
H 2.642853 -0.238979 -1.588201 -0.0592 -0.1489 -0.0068 0.229
H -1.085717 0.401325 -1.086280 -0.1197 -0.0918 -0.2170 0.019
H -1.267622 -0.191911 -1.494393 -0.2709 0.1374 -0.0714 -0.025
```
Forces are in eV/Å.